Density functional theory data (ωB97M-V/def2-TZVPD) for C10H14N4O4 as an isolated structure at a distorted geometry.

```
32
Properties=species:S:1:pos:R:3:forces:R:3
O 0.05076 -1.63245 1.12949 -2.30 -0.53 -0.15
O 2.31113 -0.74993 -0.17470 -1.96 -2.23 1.87
O -3.75450 -1.01362 -1.59440 -14.21 -5.66 -6.13
O 2.86563 -0.97075 2.78743 -3.27 -1.11 5.51
N -0.45694 2.53985 -1.26289 -3.40 -2.49 -2.52
N -2.03797 -1.19652 -0.25614 4.17 -3.55 5.42
N -2.13996 0.75251 -1.78413 0.43 -6.13 5.90
N 0.81682 1.27146 0.11809 -3.53 2.13 -4.96
C -0.34489 0.54431 -0.16205 1.24 -5.04 4.16
C -2.45209 -2.47224 0.31808 1.13 -2.53 -7.59
C -1.02379 1.27367 -1.04647 -4.66 0.28 -2.74
C -0.70242 -0.95957 0.47188 -0.28 7.24 -5.84
C 1.83168 1.20834 0.96669 -1.98 -7.45 7.41
C 0.64199 2.33891 -0.71271 -0.85 -3.20 3.25
C 3.54185 -0.53747 1.78601 3.49 6.64 2.18
C -3.03179 1.36254 -2.63744 8.87 2.95 0.18
C -2.83802 -0.64301 -1.19345 16.23 10.01 4.09
C 2.87398 0.20488 0.74771 -1.90 -2.93 -3.35
H 2.23378 -1.63519 2.66791 -1.39 -1.68 -0.77
H 4.14830 0.31316 2.41007 -0.54 -1.07 -1.73
H -3.18981 2.24452 -2.23811 -1.13 5.06 1.56
H 1.62255 -1.26143 0.43472 1.93 1.26 -2.22
H -2.29703 -2.56229 1.26821 0.18 0.08 5.79
H -1.71042 -3.40933 -0.08649 -2.03 2.48 0.57
H 4.30376 -1.17241 1.61764 2.54 -2.24 -2.34
H -3.86460 1.03266 -2.83976 -8.00 -4.73 -1.95
H -3.42096 -2.60479 -0.09616 -0.99 -0.89 0.48
H 1.24203 0.57851 2.06879 1.55 2.38 -2.54
H 3.52433 0.67558 0.14860 3.33 1.58 -2.05
H 2.28498 2.00130 1.31318 1.42 4.96 1.48
H 1.31870 2.98238 -0.76138 6.03 5.59 -0.09
H -2.34708 1.49644 -3.40820 -0.11 0.84 -2.92
```
Forces are in eV/Å.

- Maximum force: 19.50 eV/A
- Total charge: 0
- Orbital gap: 8.206 eV
- Highest occupied orbital energy: -7.888 eV
- Electronic energy: -24737.6422 eV
- Energy relative to the best compared isomer or geometry (same formula, charge and spin): 258.2 kcal/mol